Here is a 3-piece molecular cluster, C52H63ClN3O14P2 overall in a non-equilibrium geometry from the Open Molecules 2025 dataset. Energies are from wB97M-V/def2-TZVPD.

DFT total energy: -4379.6708 Ha
Kohn-Sham gap: 8.020 eV
F_max: 3.15 eV/Å
highest occupied orbital energy: -0.405 Ha
charge: +1

Geometry (Å):
C1 1.16 -3.08 3.83
C2 0.00 -2.21 3.35
C3 0.27 -1.70 1.92
C4 -0.79 -1.94 0.83
C5 -0.03 -1.83 -0.52
C6 0.76 -0.52 -0.66
C7 2.27 -0.64 -0.58
C8 2.81 0.76 -0.45
O1 2.27 1.32 0.78
C9 3.21 1.64 1.69
O2 3.14 1.23 2.84
C10 -1.47 -3.32 0.81
C11 -0.66 -4.50 1.28
C12 -1.38 -5.79 0.82
O3 -2.41 -6.12 1.73
C13 -0.42 -6.97 0.74
N1 -1.16 -8.15 0.28
O4 -2.73 -3.32 1.42
C14 -3.71 -2.61 0.65
C15 -4.90 -2.30 1.57
C16 -5.01 -3.23 2.77
C17 -6.31 -2.94 3.53
C18 -6.10 -1.77 4.49
N2 -5.50 -2.20 5.76
C19 -4.09 -1.97 5.80
C20 -3.19 -3.18 5.93
O5 -3.60 -0.87 5.70
P1 -4.40 -3.78 -0.68
O6 -4.40 -5.21 0.07
O7 -3.25 -3.78 -1.87
C21 -3.07 -1.35 0.00
P2 -4.27 0.04 -0.46
O8 -3.24 1.25 -0.88
Cl1 -4.94 -0.71 -2.24
N3 -1.89 -0.89 0.80
C22 -2.32 -0.40 2.15
C23 -1.54 0.84 2.61
O9 -1.14 0.70 3.95
C24 -1.12 1.85 4.69
O10 -0.81 1.82 5.87
H1 1.01 -3.42 4.85
H2 1.35 -3.91 3.15
H3 2.05 -2.45 3.83
H4 -0.05 -1.39 4.06
H5 -0.94 -2.75 3.46
H6 1.17 -2.17 1.58
H7 0.53 -0.65 1.99
H8 0.68 -2.65 -0.48
H9 -0.67 -2.05 -1.37
H10 0.41 0.20 0.06
H11 0.54 -0.11 -1.64
H12 2.71 -1.07 -1.48
H13 2.62 -1.18 0.29
H14 2.46 1.38 -1.27
H15 3.89 0.80 -0.44
H16 4.01 2.36 1.45
H17 -1.63 -3.55 -0.25
H18 0.33 -4.50 0.83
H19 -0.61 -4.55 2.36
H20 -1.84 -5.63 -0.15
H21 -2.09 -6.04 2.63
H22 -0.05 -7.21 1.74
H23 0.45 -6.77 0.12
H24 -0.79 -8.49 -0.60
H25 -1.13 -8.89 0.95
H26 -5.81 -2.47 0.99
H27 -4.94 -1.26 1.87
H28 -4.14 -3.16 3.41
H29 -5.08 -4.26 2.42
H30 -7.08 -2.66 2.82
H31 -6.67 -3.82 4.04
H32 -5.46 -1.05 3.98
H33 -7.05 -1.27 4.66
H34 -5.96 -1.73 6.52
H35 -3.73 -4.07 5.61
H36 -2.37 -3.04 5.24
H37 -2.83 -3.29 6.94
H38 -3.87 -5.25 0.89
H39 -3.73 -3.63 -2.69
H40 -2.66 -1.70 -0.95
H41 -2.63 1.49 -0.17
H42 -1.54 -0.07 0.30
H43 -2.31 -1.17 2.90
H44 -3.35 -0.07 2.14
H45 -2.17 1.72 2.51
H46 -0.69 1.02 1.93
H47 -1.39 2.79 4.19
C25 8.51 -1.01 -3.80
C26 9.30 -0.64 -4.88
C27 9.03 0.53 -5.58
C28 7.96 1.32 -5.20
C29 7.15 0.94 -4.13
C30 7.44 -0.22 -3.43
C31 5.97 1.76 -3.73
O11 5.27 1.43 -2.80
C32 5.67 2.99 -4.52
C33 4.54 3.74 -4.20
C34 4.25 4.89 -4.92
C35 5.09 5.30 -5.95
C36 6.21 4.55 -6.27
C37 6.50 3.39 -5.56
C38 7.69 2.59 -5.94
O12 8.43 2.94 -6.84
H48 8.73 -1.92 -3.26
H49 10.13 -1.26 -5.18
H50 9.65 0.82 -6.41
H51 6.81 -0.51 -2.59
H52 3.89 3.42 -3.40
H53 3.37 5.46 -4.67
H54 4.87 6.20 -6.50
H55 6.87 4.87 -7.07
C39 1.04 4.73 1.53
C40 2.09 4.74 0.62
C41 1.87 5.08 -0.70
C42 0.58 5.39 -1.13
C43 -0.48 5.36 -0.22
C44 -0.24 5.03 1.11
C45 -1.87 5.64 -0.66
O13 -2.79 5.61 0.13
C46 -2.11 5.96 -2.10
C47 -3.40 6.18 -2.54
C48 -3.63 6.48 -3.87
C49 -2.57 6.58 -4.76
C50 -1.28 6.36 -4.33
C51 -1.04 6.04 -3.00
C52 0.35 5.77 -2.55
O14 1.29 5.85 -3.33
H56 1.22 4.47 2.57
H57 3.09 4.49 0.95
H58 2.69 5.10 -1.41
H59 -1.07 5.02 1.81
H60 -4.23 6.11 -1.85
H61 -4.65 6.65 -4.22
H62 -2.76 6.83 -5.80
H63 -0.45 6.43 -5.02


Here is an isolated molecule of C3H7NO from the Open Molecules 2025 dataset. Energies are from wB97M-V/def2-TZVPD.

DFT total energy: -248.4481 Ha
Kohn-Sham gap: 10.530 eV
F_max: 0.62 eV/Å
highest occupied orbital energy: -0.347 Ha

Geometry (Å):
C1 0.89 0.73 -0.59
C2 -0.18 -0.11 0.04
C3 -1.02 0.49 1.13
N1 -0.40 -1.34 -0.24
O1 0.46 -1.80 -1.24
H1 0.51 1.73 -0.83
H2 1.28 0.27 -1.50
H3 1.72 0.86 0.12
H4 -1.51 1.41 0.79
H5 -0.38 0.75 1.98
H6 -1.78 -0.23 1.47
H7 0.42 -2.75 -1.13


Here is an isolated molecule of C24H30N4O3 from the Open Molecules 2025 dataset. Energies are from wB97M-V/def2-TZVPD.

DFT total energy: -1377.3846 Ha
Kohn-Sham gap: 9.601 eV
F_max: 0.64 eV/Å
highest occupied orbital energy: -0.325 Ha

Geometry (Å):
C1 -0.36 -4.87 2.70
C2 -0.84 -3.55 2.18
C3 -1.80 -2.84 2.87
C4 -2.26 -1.62 2.41
C5 -1.73 -1.09 1.24
N1 -2.19 0.15 0.72
C6 -2.96 0.06 -0.52
C7 -2.12 0.28 -1.80
O1 -1.92 -0.60 -2.61
N2 -1.69 1.55 -1.92
C8 -0.96 2.02 -3.08
C9 0.54 1.71 -2.98
C10 1.25 3.05 -2.74
C11 0.14 4.00 -2.29
C12 -1.05 3.55 -3.14
C13 -1.97 1.36 1.26
O2 -2.30 2.39 0.68
C14 -1.27 1.44 2.60
C15 0.17 1.93 2.40
C16 1.04 0.78 1.91
O3 1.17 -0.23 2.55
N3 1.63 1.01 0.71
C17 2.53 0.20 0.02
C18 2.89 -1.08 0.41
C19 3.79 -1.77 -0.38
C20 4.31 -1.17 -1.51
C21 3.89 0.12 -1.81
N4 3.03 0.79 -1.07
C22 -0.77 -1.80 0.53
C23 -0.33 -3.04 0.99
C24 0.69 -3.80 0.19
H1 0.71 -4.84 2.91
H2 -0.88 -5.14 3.62
H3 -0.53 -5.66 1.97
H4 -2.21 -3.24 3.79
H5 -3.03 -1.08 2.94
H6 -3.75 0.81 -0.49
H7 -3.40 -0.94 -0.58
H8 -1.90 2.20 -1.16
H9 -1.41 1.54 -3.95
H10 0.72 1.02 -2.15
H11 0.90 1.22 -3.88
H12 1.68 3.41 -3.68
H13 2.06 2.96 -2.02
H14 -0.08 3.86 -1.24
H15 0.40 5.05 -2.46
H16 -0.92 3.88 -4.17
H17 -2.00 3.92 -2.77
H18 -1.81 2.16 3.20
H19 -1.24 0.48 3.11
H20 0.19 2.78 1.72
H21 0.57 2.25 3.37
H22 1.47 1.89 0.24
H23 2.46 -1.51 1.30
H24 4.10 -2.77 -0.10
H25 5.01 -1.68 -2.15
H26 4.25 0.65 -2.69
H27 -0.39 -1.40 -0.39
H28 1.00 -3.24 -0.68
H29 0.27 -4.75 -0.14
H30 1.56 -4.02 0.80